Arrangement a

14
Properties=species:S:1:pos:R:3:mulliken_charge:R:1 method="wB97M-V/def2-TZVPD" total_charge=+1 homo_lumo_gap_ev=8.672
C -1.9473 1.5355 -0.6966 -0.1321
C 1.6483 1.3957 0.1656 0.5119
N 0.9324 1.9285 -0.6174 -0.3357
N 0.9802 -2.5712 0.9451 -0.3932
N -2.4704 0.4700 -0.3577 -0.4921
S 2.3202 0.4952 1.2304 -0.4573
H -1.0461 1.9312 -0.2895 0.2185
H -2.1669 2.1109 -1.6126 0.2220
H 0.0828 -2.2835 0.3652 0.4558
H 0.9798 2.7028 -1.3180 0.2877
H 0.7297 -2.9463 1.8475 0.3802
H 1.4202 -1.6615 0.8778 0.0411
H -3.1674 0.1197 -1.0522 0.2682
H 1.7044 -3.2271 0.5124 0.4250


Arrangement b

14
Properties=species:S:1:pos:R:3:mulliken_charge:R:1 method="wB97M-V/def2-TZVPD" total_charge=+1 smiles=NN1C[NH2+]CS1 homo_lumo_gap_ev=9.176
N 1.3348 -1.9696 -0.1016 -0.5517
N 0.8304 -0.7744 0.2580 0.0248
C -0.7529 -0.6074 0.1154 -0.3406
N -0.9706 0.8402 0.5472 -0.2566
C -0.1904 1.6626 -0.4117 -0.4802
S 1.5070 0.8927 -0.2445 -0.0014
H 1.5873 -2.1782 -1.0390 0.2435
H 2.1706 -2.2057 0.4737 0.2654
H -1.2454 -0.8050 -0.9430 0.3052
H -1.1415 -1.3926 0.8117 0.3379
H -1.9779 1.1437 0.6190 0.3698
H -0.5010 1.0772 1.4567 0.3915
H -0.5651 1.5708 -1.4732 0.3309
H -0.0854 2.7456 -0.0688 0.3616


Of them, the most stable is arrangement a and the least stable is arrangement b.


Arrangement a

21
Properties=species:S:1:pos:R:3:mulliken_charge:R:1 method="wB97M-V/def2-TZVPD" total_charge=+1 homo_lumo_gap_ev=10.115
C -1.5158 -0.1600 -0.4490 -0.4903
C -0.5519 -1.3656 -0.3855 -0.7495
C 0.7181 -1.1135 0.4000 -0.5980
C 0.7901 -1.2467 1.7133 0.0561
C 1.9472 -1.0890 2.6426 -1.2241
N -0.6944 1.1301 -0.6882 -0.2073
H -2.1598 -0.3270 -1.3189 0.3162
H -1.9393 -0.0089 0.5268 0.3878
H -1.1448 -2.0867 0.1718 0.3524
H -0.3208 -1.7641 -1.3598 0.3761
H 1.6032 -0.8594 -0.1702 0.5263
H -0.1542 -1.4299 2.2220 0.3091
H 1.7686 -0.1553 3.1791 0.2868
H 1.9498 -1.8755 3.3762 0.3496
H 2.8896 -1.0298 2.1113 0.3437
H 0.2288 0.8397 -0.3411 0.3048
H -0.7428 1.3458 -1.6910 0.3332
H -1.1624 1.9013 -0.2220 0.3528
H 0.1194 3.3505 -3.6454 0.3196
H -1.2786 3.0676 -3.1309 0.3245
O -0.3499 2.8765 -2.9412 -0.6700


Arrangement b

21
Properties=species:S:1:pos:R:3:mulliken_charge:R:1 method="wB97M-V/def2-TZVPD" total_charge=+1 homo_lumo_gap_ev=10.228
C -2.2477 0.1207 1.1985 -1.1573
C -1.0970 1.0847 1.3195 -0.2625
C -0.4278 1.5578 -0.0293 -0.9131
C 0.0315 0.3320 -0.8696 -0.3972
C 2.1870 -0.4051 -1.6221 -0.0886
N 1.4931 0.1469 -0.7128 0.0280
H -2.8854 0.1254 2.0830 0.3330
H -2.9468 0.3008 0.3577 0.3199
H -1.9113 -0.9382 1.1258 0.3120
H -1.2669 2.0687 1.7755 0.3520
H -0.2911 0.5942 1.8714 0.2432
H -1.2157 1.9966 -0.6347 0.3256
H 0.3527 2.2179 0.3030 0.4348
H -0.6271 -0.4683 -0.4974 0.2102
H -0.2284 0.3296 -1.9383 0.3837
H 3.2708 -0.4722 -1.6772 0.2919
H 1.7930 -0.6640 -2.5968 0.2633
H 1.8382 0.3023 0.2279 0.2956
H 0.7090 -2.5324 0.5084 0.2968
H 1.9434 -3.2712 -0.1835 0.3088
O 1.5264 -2.4262 -0.0091 -0.5802


Arrangement c

21
Properties=species:S:1:pos:R:3:mulliken_charge:R:1 method="wB97M-V/def2-TZVPD" total_charge=+1 homo_lumo_gap_ev=10.195
C -0.4515 1.0056 1.1738 -0.5613
C 0.8496 0.3707 1.4936 -0.6714
C 1.3919 -0.6949 0.4340 0.7957
C 0.7831 -1.8786 0.4750 -1.1990
C 2.2340 -0.1192 -0.5882 -1.2714
N -1.3213 0.2116 0.0881 -0.2950
H -0.9940 1.2726 2.1310 0.3475
H -0.3122 1.9957 0.6531 0.3002
H 0.7663 -0.0294 2.5661 0.3422
H 1.6450 1.1379 1.6172 0.3715
H 0.0993 -2.1156 1.3154 0.4037
H 0.7889 -2.7692 -0.2085 0.2934
H 2.0408 -0.6142 -1.5881 0.3385
H 2.2728 0.9640 -0.7980 0.3793
H 3.3419 -0.4515 -0.3433 0.3094
H -1.0275 0.4863 -0.9359 0.4415
H -1.1522 -0.8070 0.1803 0.3119
H -2.2989 0.3044 0.3387 0.3633
H -2.8373 1.2343 -3.0549 0.2734
H -3.1905 -0.1652 -2.5280 0.3234
O -2.6283 0.6618 -2.4214 -0.5971


Of them, the most stable is arrangement a and the least stable is arrangement c.


Arrangement a

21
Properties=species:S:1:pos:R:3:mulliken_charge:R:1 method="wB97M-V/def2-TZVPD" total_charge=+1 homo_lumo_gap_ev=10.402
C 0.4392 0.7680 -1.1783 -0.4159
C 1.5141 0.3849 -0.1614 -0.5106
C 1.4997 -1.1074 0.3016 -0.8008
C -0.3471 -1.0053 2.1416 -0.6858
C 0.3135 -1.5341 1.1096 -0.2616
N -0.7806 -0.1337 -1.1578 -0.2290
H 0.0046 1.7074 -0.8527 0.1862
H 0.8422 0.9473 -2.1655 0.4047
H 1.3698 0.8864 0.7914 0.3030
H 2.4888 0.5671 -0.6035 0.3467
H 1.7235 -1.7654 -0.5379 0.3190
H 2.3537 -1.1811 0.9782 0.3591
H -0.1809 -0.0306 2.5849 0.2911
H -0.6766 -1.7683 2.8386 0.2934
H 0.2924 -2.6267 1.0960 0.3100
H -1.1347 -0.2770 -2.1032 0.3491
H -1.5287 0.3563 -0.6816 0.4019
H -0.6685 -1.0333 -0.6849 0.3676
H -2.0531 2.5280 -1.1837 0.3392
H -3.2022 2.2396 -0.1726 0.3044
O -2.2692 2.0778 -0.3588 -0.6718


Arrangement b

21
Properties=species:S:1:pos:R:3:mulliken_charge:R:1 method="wB97M-V/def2-TZVPD" total_charge=+1 homo_lumo_gap_ev=9.577
C 0.2176 -1.0879 0.5895 -0.6720
C -1.2099 -0.5529 0.4497 -0.8497
C -1.7098 -0.4007 -1.0129 -0.4979
C -1.9447 1.4196 -2.6649 -0.8297
C -1.2663 0.8841 -1.6627 0.0668
N 1.1345 -0.0299 1.1042 -0.2161
H 0.2102 -1.9337 1.2529 0.3710
H 0.5787 -1.4183 -0.3448 0.4985
H -1.2743 0.4546 0.8955 0.4641
H -1.9416 -1.0515 1.0851 0.4243
H -1.2943 -1.2351 -1.5839 0.3001
H -2.7932 -0.4680 -0.9458 0.3826
H -2.8427 1.0015 -3.1115 0.2643
H -1.6042 2.2568 -3.2681 0.2668
H -0.2601 1.2580 -1.4765 0.0777
H 2.1060 -0.3025 1.3026 0.3004
H 0.8272 0.2163 2.0475 0.3661
H 1.0752 0.8303 0.5592 0.3148
H 4.0540 0.8062 2.5712 0.3333
H 4.1334 -0.7503 2.2473 0.3392
O 3.8043 0.1034 1.9666 -0.7046


Arrangement c

21
Properties=species:S:1:pos:R:3:mulliken_charge:R:1 method="wB97M-V/def2-TZVPD" total_charge=+1 homo_lumo_gap_ev=4.826
C -0.6911 -0.5740 0.6782 -0.4273
O -1.6165 0.2696 0.0000 -0.4118
C 0.5214 0.2582 0.8019 -0.0996
C 1.3529 0.5679 -0.3026 -0.2757
C 2.8611 0.2411 -0.0134 -0.4669
C 3.0921 -1.2608 0.1069 -1.0890
N -4.5717 0.5823 -1.0920 -0.6445
H -0.5051 -1.4187 0.0149 0.3077
H -1.1002 -0.9203 1.6313 0.3448
H -1.5252 1.2016 0.2460 0.3199
H 0.6919 0.7775 1.7501 0.3467
H 0.9752 0.0885 -1.2114 0.3378
H 1.2906 1.6674 -0.4322 0.3590
H 3.4372 0.6936 -0.8156 0.3364
H 3.1443 0.7510 0.9080 0.3741
H 4.0995 -1.4632 0.4593 0.3486
H 2.3993 -1.7035 0.8235 0.3197
H 2.9234 -1.7627 -0.8391 0.3361
H -3.7428 0.0906 -0.8065 0.2420
H -5.1314 0.8666 -0.3012 0.2192
H -5.1242 0.0606 -1.7519 0.2228


Arrangement d

21
Properties=species:S:1:pos:R:3:mulliken_charge:R:1 method="wB97M-V/def2-TZVPD" total_charge=+1 homo_lumo_gap_ev=9.101
C 0.0759 1.5427 1.5041 -0.9666
C -0.6260 1.2271 0.1949 -0.3175
C -0.8766 -0.2528 -0.2963 -0.5865
C 0.4891 -0.9740 -0.7654 -0.6359
C 1.7917 -0.7258 -2.9822 -0.1145
N 1.1445 -0.2816 -1.9413 0.0445
H 0.0401 2.6132 1.7414 0.3751
H -0.4225 1.0236 2.3261 0.1827
H 1.1450 1.1873 1.5145 0.2567
H -1.6974 1.7773 0.1235 0.2855
H -0.1313 1.7854 -0.5896 0.2541
H -1.2737 -0.8931 0.5039 0.2500
H -1.4452 -0.4018 -1.2469 0.4103
H 1.1969 -1.0102 0.1451 0.3238
H 0.1906 -1.9412 -1.1554 0.3808
H 2.2048 0.0046 -3.6990 0.2744
H 1.8199 -1.8021 -3.1660 0.2837
H 0.8235 0.6601 -2.2991 0.3032
H -2.1731 -1.4871 3.1902 0.2982
H -0.9685 -0.9049 3.8766 0.3043
O -1.3076 -1.1467 3.0211 -0.6061


Of them, the most stable is arrangement b and the least stable is arrangement c.


Arrangement a

21
Properties=species:S:1:pos:R:3:mulliken_charge:R:1 method="wB97M-V/def2-TZVPD" total_charge=+1 homo_lumo_gap_ev=10.785
C -1.9222 0.8025 0.9280 -0.9903
C -2.0272 -0.7114 0.6923 -0.5533
C -0.7524 -1.3368 -0.0154 -0.7798
C 0.5321 -0.6166 0.1952 0.5386
C 1.5323 -0.4039 -0.6406 -0.9471
N 0.9142 -0.7048 1.6689 -0.2588
H -2.1362 1.2998 -0.0031 0.3271
H -0.9211 1.0698 1.2630 0.2714
H -2.6586 1.0970 1.6708 0.3379
H -2.7885 -0.9452 -0.0481 0.3297
H -2.1867 -1.2917 1.5997 0.3818
H -0.6237 -2.3168 0.4666 0.2676
H -0.9396 -1.5499 -1.0593 0.4638
H 2.4383 0.1469 -0.4049 0.2965
H 1.3346 -0.6461 -1.6678 0.2273
H 0.1099 -0.6006 2.2942 0.3669
H 1.5311 0.0950 1.8377 0.3619
H 1.3899 -1.5781 1.8793 0.3502
H 1.2543 3.1372 -2.6602 0.3110
H 1.4410 1.8185 -3.4295 0.3151
O 1.4711 2.2071 -2.5496 -0.6173


Arrangement b

21
Properties=species:S:1:pos:R:3:mulliken_charge:R:1 method="wB97M-V/def2-TZVPD" total_charge=+1 homo_lumo_gap_ev=3.980
C 1.9524 -0.6204 0.9803 -0.4339
C 1.1238 0.7242 0.9768 -0.6827
C 1.7634 0.0256 -0.3742 0.1661
C 0.6679 -0.4540 -1.2617 -0.2882
C -0.3158 0.7664 -1.5998 -1.0617
N -2.9487 0.4003 0.4642 -0.4951
H 1.4681 -1.4970 1.3140 0.2471
H 3.0776 -0.8707 1.1957 0.2917
H 1.7483 1.6044 1.3465 0.3114
H 0.2036 0.4340 1.3589 0.3715
H 2.6862 0.5559 -0.8444 0.4006
H 1.0938 -0.7812 -2.1972 0.3856
H 0.3130 1.6294 -1.7660 0.3907
H -0.7941 1.1688 -0.6891 0.3493
H -1.1162 0.4611 -2.2887 0.3545
H 0.0736 -1.2634 -0.7873 0.1742
H -3.5585 0.9111 1.1455 0.2483
H -2.5094 -0.4700 0.7313 0.2326
H -0.9352 -1.9094 1.5586 0.2332
H -3.3701 0.3149 -0.4357 0.2686
O -0.6236 -1.1300 1.1722 -0.4639


Arrangement c

21
Properties=species:S:1:pos:R:3:mulliken_charge:R:1 method="wB97M-V/def2-TZVPD" total_charge=+1 homo_lumo_gap_ev=9.880
C 0.0174 0.0208 1.9502 -0.5945
C -0.9960 0.7015 1.0129 -0.6988
C -0.5151 0.8192 -0.4310 -0.4616
C -0.1128 1.9634 -0.9709 0.0085
C 0.2640 2.1193 -2.4035 -1.2358
N 0.7634 -1.1023 1.2114 -0.2673
H -0.4995 -0.5254 2.7248 0.3486
H 0.7205 0.7794 2.2698 0.3657
H -1.2180 1.7023 1.3530 0.4012
H -1.8914 0.0729 0.9601 0.2985
H -0.7211 -0.0423 -1.0524 0.4777
H 0.1675 2.7877 -0.3201 0.3119
H 0.1711 1.2194 -2.9773 0.3295
H 1.2923 2.4909 -2.4922 0.3076
H -0.2849 2.9257 -2.8863 0.3405
H 0.8149 -1.0612 0.1917 0.3610
H 0.2303 -1.9480 1.3944 0.3573
H 1.7436 -1.0055 1.4726 0.3392
H 0.8726 -3.6174 -1.0094 0.3296
H -0.6182 -3.3561 -0.8366 0.3350
O 0.2240 -3.3040 -0.3656 -0.6538


Arrangement d

21
Properties=species:S:1:pos:R:3:mulliken_charge:R:1 method="wB97M-V/def2-TZVPD" total_charge=+1 homo_lumo_gap_ev=10.334
C 1.4676 1.2696 0.0482 -1.0789
C 1.7748 -0.2150 -0.1239 -0.3456
C 0.6853 -1.0091 -0.8282 -0.4924
C -0.7568 -0.7432 -0.3390 -0.4385
C -0.7920 -1.6211 1.9071 -0.2038
N -0.8625 -0.6297 1.1258 0.1207
H 1.3220 1.7939 -0.8991 0.2907
H 0.5761 1.4941 0.6383 0.1993
H 2.2863 1.7586 0.5608 0.3609
H 2.6663 -0.2716 -0.7523 0.3450
H 2.1511 -0.6169 0.8226 0.2946
H 0.6722 -0.6431 -1.8646 0.3510
H 0.8761 -2.0747 -0.9203 0.3452
H -1.1663 0.1443 -0.7948 -0.0017
H -1.3745 -1.6039 -0.5893 0.3875
H -0.9249 -1.5189 2.9747 0.2867
H -0.6852 -2.6080 1.4662 0.2889
H -0.8501 0.2737 1.5983 0.3189
H -2.4089 2.9646 -0.9985 0.3152
H -2.3932 1.8462 -1.9874 0.3102
O -2.2634 2.0100 -1.0445 -0.6539


Of them, the most stable is arrangement c and the least stable is arrangement b.


Arrangement a

23
Properties=species:S:1:pos:R:3:mulliken_charge:R:1 method="wB97M-V/def2-TZVPD" total_charge=+1 homo_lumo_gap_ev=12.798
C 1.6107 -0.1272 1.0770 -1.2801
C 0.5974 -0.7861 0.1656 0.1741
C 1.0683 -0.9251 -1.2849 -0.4734
C 0.1193 -1.6762 -2.2418 -1.1668
N -0.6697 0.0359 0.1749 -0.1519
H 2.5784 -0.7381 1.0631 0.3552
H 1.8399 0.9005 0.7472 0.3045
H 1.2600 -0.1043 2.1428 0.3637
H 0.3027 -1.7764 0.5710 0.2898
H 2.0394 -1.5037 -1.2510 0.3468
H 1.3045 0.0294 -1.6818 0.3154
H 0.5628 -1.8136 -3.2059 0.3832
H -0.7902 -1.0708 -2.3742 0.3260
H -0.1690 -2.7012 -1.8074 0.2708
H -1.4047 -0.3761 -0.4383 0.3853
H -0.5034 1.0507 -0.2303 0.3287
H -1.0166 0.1692 1.1099 0.3207
H 0.3850 3.2073 -0.9637 0.2864
H -0.9800 3.0831 -1.6978 0.2980
O -0.3506 2.6299 -1.0855 -0.6289
H -1.7388 0.8025 3.4961 0.2941
H -2.4056 -0.5438 3.1618 0.2954
O -1.7683 0.1478 2.8154 -0.6372


Arrangement b

23
Properties=species:S:1:pos:R:3:mulliken_charge:R:1 method="wB97M-V/def2-TZVPD" total_charge=+1 homo_lumo_gap_ev=11.866
C -0.8707 1.1367 -1.4048 -1.5941
C 0.0574 0.3022 -0.6009 0.6787
C 1.3399 0.6425 0.2751 -0.5060
C 2.0874 1.9027 -0.2291 -1.0482
N -0.9183 -0.5680 0.3628 -0.3056
H -0.4210 1.7834 -2.1520 0.4069
H -1.4465 1.8243 -0.7934 0.4469
H -1.7866 0.6617 -2.0015 0.3171
H 0.5355 -0.4025 -1.2634 0.0748
H 0.9705 0.7874 1.2635 0.3852
H 2.1108 -0.1411 0.0277 0.3384
H 2.5891 2.6368 0.4114 0.3392
H 2.8253 1.4900 -1.0279 0.2598
H 1.4353 2.5181 -0.8180 0.2705
H -1.9377 -0.3809 0.3518 0.3819
H -0.8331 -1.5361 0.1066 0.2264
H -0.6994 -0.7262 1.3443 0.3693
H -0.2983 -1.0808 3.4968 0.3573
H -1.3498 0.0750 3.2967 0.3710
O -1.0414 -0.8194 2.9004 -0.7309
H -0.9385 -3.7503 -0.3846 0.3463
H -0.7369 -3.3585 -2.0294 0.3038
O -0.6729 -2.9970 -1.1324 -0.6888


Of them, the most stable is arrangement a and the least stable is arrangement b.